No. 1
7
Properties=species:S:1:pos:R:3:forces:R:3:mulliken_charge:R:1 method="wB97M-V/def2-TZVPD" total_energy_ha=-1338.77290 total_charge=+1 homo_lumo_gap_ha=0.27741 lumo_energy_ev=-7.8850
C -1.1231 0.4019 -0.3869 0.325 -0.270 -1.602 -0.664
C -1.5596 -0.1447 0.5949 1.193 1.171 -2.044 -0.191
P 1.6746 -0.1424 -0.8427 -0.524 -1.159 0.442 0.709
Cl 1.8434 1.4627 0.2069 0.393 0.327 0.419 0.117
Cl 1.8600 -1.7082 0.3792 0.084 0.862 -0.476 0.037
H -0.8505 0.7292 -1.4140 -0.712 -0.059 1.445 0.529
H -1.8448 -0.5984 1.4625 -0.759 -0.872 1.816 0.464

***

No. 2
14
Properties=species:S:1:pos:R:3:forces:R:3:mulliken_charge:R:1 method="wB97M-V/def2-TZVPD" total_energy_ha=-270.46653 smiles="C=C=C.CC=O" homo_lumo_gap_ha=0.39804 lumo_energy_ev=1.0130
C -0.0380 -1.0438 1.4559 -0.133 0.112 0.014 -0.678
C -0.9618 -0.1411 1.2506 -0.026 0.069 -0.033 0.260
C -1.7841 0.8278 0.9586 0.118 -0.197 0.050 -0.676
H 0.0425 -1.9230 0.8193 -0.083 0.110 0.174 0.299
H 0.7010 -0.9102 2.2419 -0.176 -0.095 -0.016 0.288
H -1.4324 1.6025 0.2779 -0.068 -0.079 0.084 0.272
H -2.7906 0.9031 1.3578 0.156 -0.100 0.019 0.270
C 0.6976 -0.3518 -1.6251 0.015 0.021 -0.050 -0.802
C 1.1531 0.6607 -0.5991 -0.117 0.298 -0.110 0.023
O 0.6990 1.7804 -0.5347 0.293 -0.412 -0.084 -0.500
H -0.3949 -0.4314 -1.6164 0.203 0.051 0.019 0.275
H 0.9959 0.0201 -2.6108 -0.026 -0.071 0.064 0.319
H 1.1468 -1.3363 -1.4629 -0.074 0.191 -0.008 0.276
H 1.9659 0.3431 0.0870 -0.082 0.102 -0.124 0.375

***

No. 3
18
Properties=species:S:1:pos:R:3:forces:R:3:mulliken_charge:R:1 method="wB97M-V/def2-TZVPD" total_energy_ha=-289.31157 total_charge=+1 smiles=C[NH2+][C@H](C)CO homo_lumo_gap_ha=0.41543 lumo_energy_ev=-3.5082
C -0.3574 -2.4923 0.3625 1.176 0.143 0.156 -0.911
N -0.3841 -1.2022 -0.3990 -0.079 -0.563 -2.015 -0.268
C 0.2546 0.1070 0.0430 0.807 0.711 1.696 0.390
C 0.2652 0.3195 1.6114 -0.433 0.441 -1.559 -0.950
C -0.3603 1.3087 -0.7306 -0.121 -1.116 -0.461 -0.764
O 0.6764 2.2248 -0.8313 0.117 0.525 0.738 -0.467
H -0.9057 -2.2986 1.2746 -0.075 -0.752 0.076 0.381
H -0.6678 -3.3263 -0.2713 -0.892 0.463 0.114 0.359
H 0.6878 -2.7827 0.5238 -0.129 0.587 0.551 0.363
H 0.0925 -1.4164 -1.2824 0.081 0.116 0.114 0.421
H -1.3312 -1.0572 -0.7577 -0.215 0.258 0.586 0.379
H 1.3113 0.0246 -0.2412 -0.420 -0.025 -0.364 0.196
H -0.2200 1.2904 1.7974 -0.284 -0.684 0.233 0.313
H 1.2646 0.4524 2.0381 -0.142 -0.595 -0.301 0.277
H -0.2664 -0.5466 1.9931 0.036 0.450 0.908 0.235
H -1.2197 1.7766 -0.2404 0.190 -0.201 0.448 0.369
H -0.7953 0.9314 -1.6748 0.525 0.308 -0.190 0.364
H 0.9764 2.4518 -1.7030 -0.141 -0.066 -0.728 0.312

***

No. 4
77
Properties=species:S:1:pos:R:3:forces:R:3:mulliken_charge:R:1 method="wB97M-V/def2-TZVPD" total_energy_ha=-1960.81067 total_charge=+1 homo_lumo_gap_ha=0.09738 lumo_energy_ev=-5.2080
C -5.3109 -1.4182 5.2553 -1.124 0.222 0.928 -1.049
N -4.4169 -0.3812 4.6403 -2.260 -1.491 -0.970 0.060
C -3.3059 -0.0462 5.3333 -3.497 -1.465 0.759 -0.325
C -2.2669 0.4278 4.8133 7.224 3.760 -3.927 -0.660
C -2.1789 0.6278 3.2883 1.549 1.425 -2.088 0.701
C -3.3269 0.0328 2.5053 0.253 1.487 3.135 -0.703
C -4.4319 -0.3142 3.2173 1.740 -0.192 1.953 -0.687
C -1.1209 1.4128 2.5143 -2.300 -3.085 2.659 1.218
C 0.0811 1.8148 3.2523 0.691 1.303 -3.912 -1.000
C 1.1521 2.3308 2.5303 -8.408 -3.350 -1.506 -0.756
N 1.0471 2.3558 1.1603 2.193 1.289 -1.710 0.179
C -0.0499 2.0678 0.4073 -1.217 -0.592 0.385 -0.727
C -1.1089 1.5438 1.0373 0.015 -0.010 1.940 -0.380
C 2.2541 2.3288 0.3903 3.194 4.183 6.683 -2.174
H -6.1469 -1.0822 6.0353 2.614 -0.246 -1.001 0.280
H -4.7359 -2.3442 5.5193 -0.361 1.105 0.427 0.351
H -5.9899 -1.7922 4.5253 -0.288 -0.103 -1.169 0.363
H -3.2829 -0.1382 6.3553 -0.726 -0.563 2.327 0.461
H -1.4159 0.7738 5.5473 -1.654 -0.742 -1.927 0.078
H -3.3969 0.1298 1.4563 -0.021 0.103 -0.796 0.433
H -5.3619 -0.6212 2.8373 -0.855 -0.343 -0.789 0.501
H 0.1751 1.7728 4.2833 -0.109 -0.176 1.724 0.453
H 1.9481 2.5218 3.0203 5.874 1.692 2.467 0.545
H -0.0959 2.2128 -0.6977 0.585 0.156 1.214 0.899
H -1.9009 1.2178 0.4293 -1.194 -0.171 -0.367 0.471
H 2.1751 2.6738 -0.5157 -1.058 1.743 -5.055 0.800
H 2.7121 1.4168 0.4083 1.189 -2.078 0.357 0.820
H 3.1011 3.2008 0.8573 -2.317 -2.594 -0.996 0.192
Cl 0.5161 0.1888 -2.5497 -7.483 -3.585 -0.240 -0.065
C -1.4549 -1.8022 0.1133 -0.273 -1.387 3.501 -0.253
O -0.1109 -1.7932 0.7903 -2.419 0.835 -1.857 -0.058
C -0.1619 -2.1252 2.1873 2.314 10.147 -1.626 0.336
C -0.2879 -3.4462 2.2673 0.721 -8.338 3.057 -0.406
O 0.0871 -3.6782 3.6753 0.493 3.115 -2.178 -0.273
C 0.1511 -4.9222 4.1153 1.762 -3.465 1.723 -0.706
H -1.3199 -1.2552 -0.8157 -0.332 -0.192 -0.034 -0.071
H -2.2659 -1.3482 0.8553 1.864 -0.463 -1.779 0.052
H -1.8439 -2.8922 0.0393 0.873 1.677 -0.612 0.302
H -0.9709 -1.5102 2.6713 0.729 -0.697 -0.210 -0.363
H 0.8861 -1.6032 2.5103 -2.389 -1.861 -0.088 0.099
H 0.3821 -4.0102 1.5473 -0.629 0.497 0.861 0.283
H -1.3139 -3.8182 2.2043 -0.088 -0.059 -0.465 0.345
H 0.2081 -4.8082 5.2453 -0.112 -0.688 -1.247 0.209
H 1.1501 -5.5852 3.7843 -2.489 1.609 0.510 0.200
H -0.7819 -5.4052 3.8153 0.147 -0.956 0.258 0.328
C -3.1439 2.8528 -6.7547 4.127 0.808 -2.698 -0.752
O -1.8809 2.0798 -6.3017 -3.299 1.274 1.017 -0.351
C -1.9739 2.1638 -4.8387 -0.984 8.640 -4.822 -1.006
C -1.1159 1.3388 -4.2957 10.474 7.264 3.123 -1.093
O 0.2381 1.6868 -4.8227 1.716 -1.852 2.059 -0.373
C 1.2061 0.6758 -4.3537 -4.654 4.081 -7.215 -0.635
H -3.9519 2.5418 -6.2457 -2.581 -0.760 2.574 0.346
H -3.5219 2.7378 -7.8157 1.555 -0.411 0.779 0.268
H -2.8149 3.8998 -6.6437 -0.801 -0.346 0.212 0.294
H -2.7669 1.7968 -4.4337 -6.432 -2.187 1.452 0.580
H -2.0229 3.1988 -4.3527 0.703 -0.573 -1.412 0.368
H -1.3879 0.5408 -4.5327 -3.001 -13.156 -4.367 0.969
H -1.0429 1.2458 -3.2707 -0.638 1.227 1.936 0.833
H 1.3381 0.7698 -3.2247 4.581 3.219 0.313 0.089
H 2.1991 0.9738 -4.5997 1.118 -0.026 0.149 0.283
H 0.7671 -0.1812 -4.6887 0.400 -2.783 -1.225 0.490
C 6.7611 -1.2252 -2.9267 1.467 1.815 0.210 -0.670
O 5.7531 -0.7692 -2.0057 0.836 -1.977 -0.362 -0.312
C 5.2751 0.4688 -2.3087 2.324 -0.309 -6.080 -0.951
C 4.1661 0.7528 -1.5157 -5.899 0.454 -3.606 0.017
O 3.1411 -0.3032 -1.7897 0.215 0.591 -1.417 -0.508
C 1.9501 -0.1532 -1.0837 1.507 1.130 3.565 -0.704
H 6.3921 -1.4452 -3.9997 0.341 0.547 1.742 0.263
H 7.2771 -2.1122 -2.4967 -0.679 0.593 -0.307 0.257
H 7.5501 -0.3292 -2.8907 -1.244 -2.005 -0.764 0.275
H 5.0301 0.5378 -3.5087 -0.233 -0.479 2.344 0.182
H 6.0571 1.2158 -2.3747 0.393 0.606 1.008 0.520
H 3.6531 1.6828 -1.8327 0.615 -0.030 -0.023 0.350
H 4.3451 0.8668 -0.5607 1.033 -0.107 5.155 0.438
H 2.2401 -0.3392 -0.1427 1.074 -0.026 4.459 1.090
H 1.2211 -0.9742 -1.1007 0.726 -0.249 -0.184 0.301
H 1.3901 0.8968 -1.1517 2.820 -2.428 2.066 -0.160

***

No. 5
52
Properties=species:S:1:pos:R:3:forces:R:3:mulliken_charge:R:1 method="wB97M-V/def2-TZVPD" total_energy_ha=-1644.11384 smiles="C[C@]1(OC(=O)C2CCCC2)C(=O)C=C2C=C(c3ccsc3)N(C3CC3)C=C2C1=O" homo_lumo_gap_ha=0.27479 lumo_energy_ev=0.0143
C 3.4656 1.3133 -1.8518 -0.324 -0.270 0.129 -1.755
C 2.1432 0.6311 -1.5363 0.870 0.327 -0.489 1.511
O 2.3525 -0.3240 -0.4675 0.156 -0.174 -0.550 -0.073
C 2.0314 0.0013 0.7667 -0.307 -0.018 1.227 0.125
O 1.4540 1.0199 1.0742 0.311 -0.031 0.101 -0.640
C 2.4690 -1.0405 1.7749 -0.110 0.038 0.028 0.229
C 3.9093 -0.7308 2.2116 0.028 0.094 -0.045 -0.985
C 4.7645 -1.3241 1.0938 0.145 -0.030 0.044 -0.510
C 3.9943 -2.5612 0.6035 0.080 -0.104 -0.099 -0.614
C 2.5761 -2.4512 1.1899 -0.093 -0.031 -0.023 -0.950
C 1.6798 -0.3208 -2.6934 0.153 0.239 0.211 -0.228
O 2.4754 -0.6659 -3.5453 0.031 0.048 0.049 -0.688
C 0.3459 -0.8008 -2.5503 -0.493 -0.237 -0.115 -1.119
C -0.5665 -0.2046 -1.7188 0.342 0.180 -0.206 1.157
C -1.8901 -0.6956 -1.4994 -0.179 0.103 0.137 -1.098
C -2.7897 -0.0504 -0.7086 0.316 -0.302 -0.391 1.539
C -4.0913 -0.6748 -0.4410 -0.341 -0.119 -0.138 -0.757
C -4.5925 -0.9754 0.8581 -0.059 -0.090 -0.004 -0.587
C -5.7817 -1.6228 0.8190 -0.221 -0.073 -0.260 -0.326
S -6.3306 -1.8806 -0.7899 0.434 0.191 0.220 -0.143
C -4.9315 -1.1184 -1.4210 -0.196 -0.035 0.138 -0.652
N -2.4794 1.1585 -0.1251 0.244 -0.230 -0.196 0.265
C -3.4602 1.8971 0.6120 -0.479 0.477 0.437 -0.170
C -3.3989 3.3920 0.7320 -0.093 0.000 -0.167 -0.805
C -3.1082 2.5340 1.9262 -0.092 -0.158 0.114 -0.647
C -1.2285 1.6541 -0.2989 0.557 -0.241 -0.291 -0.487
C -0.2773 1.0227 -1.0286 -0.647 0.228 0.181 0.008
C 1.0564 1.6396 -1.1879 -0.292 0.316 -0.119 -0.268
O 1.2326 2.8368 -1.2071 0.007 -0.246 -0.060 -0.654
H 4.1850 0.5713 -2.1881 -0.011 -0.024 -0.021 0.390
H 3.8376 1.8266 -0.9678 -0.014 0.085 0.042 0.390
H 3.3085 2.0422 -2.6419 0.048 0.048 -0.033 0.383
H 1.7743 -0.9791 2.6158 0.023 0.070 -0.136 0.590
H 4.0786 0.3358 2.3550 0.018 0.024 0.110 0.402
H 4.1063 -1.2418 3.1553 -0.023 0.013 0.044 0.378
H 5.7645 -1.5756 1.4446 0.051 0.053 -0.045 0.509
H 4.8648 -0.6036 0.2831 0.067 0.021 -0.011 0.095
H 3.9602 -2.5808 -0.4838 0.036 -0.070 -0.021 0.181
H 4.4742 -3.4798 0.9403 0.012 -0.031 -0.052 0.455
H 2.4402 -3.1753 1.9944 -0.047 0.014 0.009 0.455
H 1.8110 -2.6334 0.4371 -0.059 -0.079 0.035 0.293
H 0.0546 -1.6385 -3.1652 -0.032 -0.131 -0.036 0.486
H -2.1708 -1.6388 -1.9417 -0.090 -0.085 0.051 0.593
H -4.0685 -0.7355 1.7659 0.068 0.048 0.193 0.463
H -6.3739 -1.9712 1.6412 -0.085 -0.067 0.216 0.453
H -4.8071 -1.0220 -2.4810 0.085 0.063 -0.241 0.483
H -4.4449 1.4616 0.5109 0.144 0.132 0.036 0.746
H -4.3379 3.9233 0.6992 -0.079 -0.021 -0.001 0.282
H -2.5894 3.9283 0.2639 0.148 -0.015 -0.025 0.209
H -3.8316 2.4900 2.7256 -0.087 -0.001 0.033 0.285
H -2.0841 2.4565 2.2588 0.140 -0.016 -0.060 0.240
H -0.9752 2.5815 0.1873 -0.061 0.118 0.050 0.559